129
Properties=species:S:1:pos:R:3 method="wB97M-V/def2-TZVPD" e_homo_ha=-0.344 smiles="CCCCNB1OB(CC(=O)N(C)C)OB(B(O)CC)O1.COC(=O)OC.COC(=O)OC.COC(=O)OC.COC(=O)OC.COC(=O)OC.COC(=O)OC.COC(=O)OC"
C -2.3894 -5.2597 -1.1290
C -1.4959 -4.8967 0.1480
C 0.0425 -5.3382 0.0208
C 0.8325 -4.9458 1.3825
N 2.3068 -4.8469 1.1785
B 2.8381 -3.4819 1.4256
O 2.4546 -2.5969 2.4906
B 2.5090 -1.2246 2.0049
C 2.6251 -0.0519 3.1482
C 1.2214 0.1393 3.9242
O 0.5503 -0.9200 4.0691
N 0.7617 1.4422 4.3676
C 1.8235 2.1226 5.2059
C -0.4805 1.3650 5.1863
O 2.4233 -0.8986 0.5856
B 3.0338 -1.9214 -0.2221
B 2.9167 -2.0940 -1.8727
O 4.1483 -2.3957 -2.6076
C 1.5661 -2.0088 -2.7616
C 0.2746 -1.4513 -1.9906
O 3.8133 -2.9422 0.4750
H -3.0636 -4.3588 -1.3626
H -3.1039 -6.1230 -0.8810
H -1.7877 -5.5256 -2.0561
H -2.0005 -5.3796 1.0542
H -1.4935 -3.7611 0.3261
H 0.0536 -6.4699 -0.0876
H 0.5159 -4.8468 -0.8887
H 0.3625 -3.9969 1.8168
H 0.6533 -5.8246 2.0998
H 2.8290 -5.5791 1.6682
H 2.8929 0.9133 2.5830
H 3.4442 -0.2605 3.9090
H 1.3498 2.8284 5.9759
H 2.4692 2.7846 4.5327
H 2.4800 1.3809 5.7680
H -0.9631 2.4091 5.1400
H -0.2692 1.1362 6.2939
H -1.2699 0.6557 4.7685
H 4.3675 -3.3376 -2.4237
H 1.7889 -1.4249 -3.7128
H 1.3257 -3.0825 -3.0892
H -0.3115 -2.3148 -1.5446
H 0.5362 -0.6496 -1.2289
H -0.4115 -0.9676 -2.7729
C 0.6400 5.0515 -2.4660
O 0.9045 3.6960 -2.8218
C 1.9031 3.1298 -2.1259
O 2.5568 3.6628 -1.2653
O 2.0451 1.8678 -2.5562
C 3.0801 1.1394 -1.8981
H -0.1812 5.4060 -3.0886
H 0.3361 5.1237 -1.4197
H 1.5135 5.6779 -2.6581
H 2.8729 1.0556 -0.8302
H 4.0510 1.6096 -2.0679
H 3.1048 0.1355 -2.3245
C -3.3439 9.9796 -6.2605
O -2.1657 9.1926 -6.0847
C -2.3919 7.8709 -6.0133
O -3.4664 7.3322 -6.0839
O -1.2102 7.2556 -5.8490
C -1.2986 5.8341 -5.7566
H -3.0410 11.0260 -6.3035
H -3.8411 9.7245 -7.1984
H -4.0231 9.8505 -5.4157
H -1.7143 5.4132 -6.6741
H -1.8968 5.5411 -4.8914
H -0.2890 5.4438 -5.6258
C -1.5063 -10.9248 -2.3940
O -0.5551 -9.9786 -1.9099
C 0.7103 -10.4266 -1.9005
O 1.0773 -11.5183 -2.2553
O 1.4938 -9.4464 -1.4273
C 2.8791 -9.7840 -1.3601
H -2.4897 -10.4560 -2.3564
H -1.2901 -11.1932 -3.4300
H -1.5222 -11.8138 -1.7603
H 3.2701 -10.0065 -2.3550
H 3.0380 -10.6271 -0.6851
H 3.4143 -8.9207 -0.9646
C -2.8474 4.7833 1.9824
O -3.5935 5.6511 2.8343
C -3.6888 5.2264 4.1033
O -3.2108 4.2131 4.5480
O -4.4086 6.1260 4.7898
C -4.5921 5.8002 6.1671
H -2.8365 5.2249 0.9859
H -1.8169 4.6923 2.3319
H -3.3220 3.8019 1.9209
H -3.6310 5.7501 6.6825
H -5.1359 4.8593 6.2712
H -5.1858 6.5930 6.6222
C -4.8241 5.1818 11.7829
O -5.3375 4.6551 10.5605
C -6.2759 3.7076 10.7206
O -6.6909 3.2948 11.7735
O -6.6710 3.3004 9.5035
C -7.6743 2.2862 9.5234
H -4.0772 5.9351 11.5321
H -5.6179 5.6602 12.3600
H -4.3409 4.3968 12.3679
H -8.5807 2.6503 10.0111
H -7.3035 1.3869 10.0193
H -7.9146 2.0366 8.4899
C 6.1303 -10.2627 3.7096
O 7.2337 -10.6453 2.8906
C 6.9663 -10.6519 1.5762
O 5.9105 -10.3706 1.0668
O 8.0792 -11.0262 0.9278
C 7.9397 -11.0779 -0.4909
H 6.4611 -10.2931 4.7478
H 5.8128 -9.2441 3.4773
H 5.3007 -10.9623 3.5901
H 7.6943 -10.0918 -0.8902
H 7.1820 -11.8100 -0.7774
H 8.8972 -11.3907 -0.9075
C -1.0468 8.9759 -12.9081
O -1.2940 9.6032 -11.6512
C -0.7384 8.9734 -10.6038
O -0.0791 7.9657 -10.6524
O -1.0457 9.6618 -9.4945
C -0.5158 9.1020 -8.2912
H -1.5410 9.5687 -13.6780
H 0.0234 8.9523 -13.1232
H -1.4662 7.9680 -12.9249
H 0.5760 9.0840 -8.3235
H -0.9134 8.1005 -8.1256
H -0.8228 9.7348 -7.4674

=====

116
Properties=species:S:1:pos:R:3 method="wB97M-V/def2-TZVPD" e_homo_ha=-0.333
C -1.3115 4.9829 -4.9177
C -1.0175 3.4395 -5.2826
C -1.7420 2.4249 -4.2744
C -1.2820 2.5110 -2.7623
C 0.1481 3.2136 -2.5153
C -1.6047 1.2705 -1.7955
O -1.4131 1.9843 -0.5152
C -3.1595 0.7785 -1.8441
Cl -3.5003 -0.1527 -3.4382
C -4.2032 1.9875 -1.9847
O -5.2399 1.7502 -2.9916
C -6.1816 2.8344 -2.9804
C -6.9179 2.8125 -4.4172
C -3.6573 -0.2276 -0.7119
C -3.4023 0.1884 0.8116
Si -5.5942 -0.5658 -0.6032
C -6.4564 -1.0565 -2.2140
C -6.5536 0.8028 0.3335
C -5.8316 -2.1419 0.5170
O -3.2806 -1.6343 -0.8582
S -1.6682 -1.9310 -0.5852
O -1.3501 -3.3906 -0.6054
O -1.0690 -1.2355 -2.0162
C -0.4970 0.1133 -1.7047
O -0.1900 -0.0737 -0.3232
C 1.1099 0.2320 0.1307
C 1.2119 0.2795 1.7324
N 0.0277 1.0217 2.2607
C 0.3378 2.4715 2.2346
C -0.7998 3.3546 2.9256
C -1.7302 4.1412 1.8993
O -1.6437 2.5707 3.7976
C 0.7002 0.0261 -2.7217
F 0.2876 0.1195 -4.0767
F 1.8065 0.8520 -2.6079
C 1.3845 -1.4573 -2.6847
F 0.9408 -2.2591 -3.7406
F 2.7844 -1.3336 -2.9280
H -2.3047 5.0716 -4.3704
H -1.3022 5.5509 -5.8921
H -0.4503 5.3270 -4.2762
H 0.0825 3.2043 -5.3737
H -1.4967 3.2528 -6.3031
H -1.7163 1.4120 -4.7620
H -2.8441 2.7408 -4.3014
H -1.9087 3.3785 -2.3421
H 0.8610 3.0021 -3.3840
H 0.6867 2.8375 -1.5980
H 0.0968 4.3368 -2.4409
H -2.1632 2.5871 -0.3719
H -4.6588 2.3164 -0.9853
H -3.8021 2.9600 -2.3969
H -5.7106 3.8628 -2.8833
H -6.9539 2.7442 -2.1577
H -6.3465 2.0938 -5.0806
H -6.9401 3.8589 -4.8625
H -7.9715 2.4069 -4.2919
H -2.3235 0.2184 1.1383
H -3.9725 -0.4123 1.5743
H -3.7865 1.2644 0.9125
H -7.3298 -1.7463 -1.9355
H -5.7996 -1.6960 -2.8938
H -6.9489 -0.2027 -2.7900
H -6.7030 1.7089 -0.3446
H -7.6099 0.3927 0.4999
H -6.1391 1.0675 1.3480
H -5.2883 -3.0294 0.0591
H -5.5549 -1.9502 1.5940
H -6.9420 -2.3640 0.4646
H 1.3910 1.2876 -0.2175
H 1.9679 -0.4293 -0.2207
H 2.1871 0.7666 2.0534
H 1.2280 -0.8014 2.0840
H -0.0805 0.6790 3.2205
H 1.3029 2.6678 2.8167
H 0.5125 2.8562 1.1749
H -0.2623 4.1260 3.5745
H -1.2427 4.3048 0.8803
H -2.6984 3.5555 1.7512
H -2.0041 5.1432 2.3468
H -2.5304 2.9809 3.8123
H 1.3233 -1.9482 -1.6767
C 3.0515 -3.3597 3.3544
C 3.3261 -1.9156 3.7617
C 4.4728 -1.7730 4.7814
O 4.1208 -2.1238 6.1128
C 4.1686 -3.5149 6.3869
N 2.0811 -1.3170 4.2595
H 2.5213 -3.9212 4.1255
H 2.4284 -3.3897 2.4563
H 3.9823 -3.8866 3.1291
H 3.6260 -1.3769 2.8557
H 4.7540 -0.7153 4.8232
H 5.3677 -2.3201 4.4595
H 4.9698 -4.0159 5.8359
H 3.2057 -3.9777 6.1602
H 4.3513 -3.6421 7.4552
H 2.2454 -0.3282 4.4409
H 1.9061 -1.7064 5.1849
C 6.2769 -3.2603 1.1767
C 7.4802 -3.4518 2.0946
C 8.8307 -3.4274 1.3518
O 9.1316 -4.6221 0.6427
C 8.5302 -4.7149 -0.6383
N 7.3036 -4.6950 2.8558
H 6.0451 -4.1536 0.5941
H 5.3862 -3.0253 1.7635
H 6.4419 -2.4332 0.4804
H 7.4818 -2.6154 2.8019
H 9.6227 -3.3256 2.1008
H 8.9122 -2.5540 0.6931
H 8.4548 -3.7405 -1.1295
H 7.5439 -5.1773 -0.5599
H 9.1506 -5.3663 -1.2558
H 8.0584 -4.7720 3.5345
H 7.4742 -5.4690 2.2156

=====

112
Properties=species:S:1:pos:R:3 method="wB97M-V/def2-TZVPD" e_homo_ha=-0.333 smiles="CCN[C@@]1(C(F)(F)C(F)(F)F)C[C@@](CC)(CCCCCCCCOC)NC1=O.COC[C@@H](C)N.COC[C@@H](C)N.COC[C@@H](C)N" de_lowest_kj_mol=455.5
C -0.9963 -2.8191 -0.2989
C -0.8406 -1.9094 -1.6054
N 0.3011 -0.9491 -1.5595
C 0.1629 0.0850 -0.5059
C 1.2425 -0.2592 0.6458
F 0.7025 -1.0971 1.6632
F 1.6785 0.9182 1.3380
C 2.5722 -0.9592 0.0840
F 3.1146 -0.3063 -1.0350
F 3.5514 -0.8199 1.1113
F 2.4539 -2.3331 -0.1375
C 0.4997 1.5122 -1.2089
C -0.8695 2.2596 -1.6541
C -1.3353 3.5719 -0.8491
C -2.7860 3.4806 -0.1808
C -0.9182 2.2417 -3.2505
C 0.3093 2.9734 -3.9758
C 0.9156 4.2181 -3.1858
C 2.1896 4.8967 -3.9127
C 3.5237 4.8101 -3.0133
C 3.3861 5.6404 -1.6234
C 4.2957 4.8912 -0.5156
C 3.6627 4.9296 0.9546
O 2.9769 6.1665 1.2715
C 1.5748 5.8586 1.5587
N -1.8793 1.2362 -1.1668
C -1.3318 0.4787 -0.0108
O -1.8728 0.2309 1.0722
H 0.0318 -3.1604 0.0910
H -1.4717 -2.2522 0.5820
H -1.6128 -3.7612 -0.4529
H -1.8457 -1.4271 -1.9043
H -0.6078 -2.6394 -2.4667
H 0.3263 -0.5102 -2.4961
H 1.3000 1.3354 -2.0178
H 1.0029 2.3127 -0.5748
H -0.5767 3.8882 -0.0545
H -1.3839 4.4474 -1.5969
H -3.0969 4.5157 0.2192
H -2.6911 2.8195 0.7502
H -3.6150 3.1551 -0.8836
H -1.9089 2.6174 -3.6875
H -0.8591 1.1317 -3.5601
H 1.1277 2.2330 -4.3052
H -0.1081 3.3953 -4.9644
H 0.1355 5.0568 -3.0648
H 1.2543 3.9718 -2.1187
H 2.3422 4.4572 -4.9629
H 1.9804 6.0217 -4.0503
H 4.4110 5.2773 -3.5627
H 3.7564 3.7112 -2.8163
H 2.2941 5.7314 -1.2981
H 3.7743 6.7046 -1.7610
H 5.3240 5.3827 -0.4531
H 4.4553 3.7850 -0.7835
H 2.9655 4.0354 1.1575
H 4.5291 4.8236 1.7083
H 1.4778 5.3786 2.5917
H 0.9935 6.8398 1.5910
H 1.1661 5.1647 0.7421
H -2.3218 0.6727 -1.9043
C 5.8609 -0.6820 3.3323
C 6.5626 -0.6754 4.6857
C 5.6021 -0.8514 5.8790
O 4.8578 0.3156 6.2104
C 3.7029 0.5251 5.4135
N 7.3543 0.5558 4.8070
H 5.3389 0.2544 3.1242
H 6.5875 -0.8242 2.5276
H 5.1355 -1.4979 3.2702
H 7.2527 -1.5263 4.6952
H 6.2038 -1.0759 6.7654
H 4.9324 -1.7080 5.7332
H 3.2253 -0.4164 5.1257
H 3.9573 1.1099 4.5273
H 2.9894 1.1087 5.9994
H 7.8959 0.5127 5.6681
H 6.6997 1.3208 4.9732
C -2.1364 -8.4220 2.6252
C -1.1812 -8.1096 1.4783
C -1.3168 -6.6727 0.9355
O -2.4529 -6.4641 0.1024
C -3.6633 -6.2286 0.8028
N -1.3680 -9.1075 0.4170
H -3.1615 -8.5858 2.2857
H -1.8246 -9.3337 3.1418
H -2.1456 -7.6123 3.3605
H -0.1633 -8.2147 1.8693
H -0.4481 -6.4689 0.3015
H -1.2904 -5.9326 1.7449
H -3.5005 -5.6679 1.7283
H -4.1670 -7.1742 1.0133
H -4.3199 -5.6427 0.1556
H -0.6645 -8.9546 -0.3029
H -2.2457 -8.8870 -0.0543
C -5.2242 -0.7543 -0.9934
C -5.6580 0.1741 -2.1227
C -7.1460 0.0337 -2.5004
O -7.4481 -1.1208 -3.2760
C -7.6088 -2.3124 -2.5237
N -4.7841 -0.0453 -3.2843
H -5.1022 -1.7892 -1.3218
H -4.2594 -0.4354 -0.5880
H -5.9475 -0.7400 -0.1734
H -5.5066 1.2008 -1.7714
H -7.4157 0.8875 -3.1300
H -7.7919 0.0845 -1.6154
H -8.0639 -2.1236 -1.5466
H -6.6474 -2.8162 -2.4057
H -8.2641 -2.9811 -3.0859
H -5.0145 0.6412 -4.0001
H -5.0594 -0.9332 -3.7055

=====

119
Properties=species:S:1:pos:R:3 method="wB97M-V/def2-TZVPD" e_homo_ha=-0.413 total_charge=+1
C -1.4448 -3.0606 2.3801
C -1.1754 -1.8360 1.4928
O -0.6733 -2.1699 0.1915
C -1.6660 -2.5812 -0.7212
C -2.3072 -1.3821 -1.5015
N -1.7426 -0.1156 -1.0345
C -0.5184 0.2560 -1.4272
N 0.2518 -0.6792 -2.0907
C 0.2406 -0.5978 -3.5835
C 1.6586 -0.8062 -4.0846
O 2.4896 0.0547 -4.0414
N -0.0918 1.4633 -1.1124
P 1.4741 2.1459 -1.5252
P 2.9227 1.4307 -0.0361
O 4.2176 1.7799 -0.6129
O 2.6978 -0.1388 0.1456
O 2.6845 2.0986 1.3883
H -2.4925 -3.0795 2.6783
H -0.8093 -2.9983 3.2573
H -1.2504 -3.9725 1.8137
H -2.0909 -1.2462 1.3706
H -0.4355 -1.1805 1.9570
H -1.1752 -3.2290 -1.4466
H -2.4499 -3.1488 -0.2156
H -3.3754 -1.3419 -1.2954
H -2.1960 -1.4987 -2.5781
H -2.3936 0.6612 -1.0449
H 1.2065 -0.7067 -1.7500
H -0.3511 -1.4238 -3.9816
H -0.1790 0.3426 -3.9399
H 1.8786 -1.8124 -4.4564
H -0.7186 2.0708 -0.5700
H 1.2025 3.4096 -0.9823
H 1.7930 -0.4374 0.3130
H 1.8623 1.8200 1.8140
O 0.5766 -2.7453 5.4023
C 0.6694 -3.8859 5.7824
O -0.4553 -4.6000 5.9554
C -0.4674 -6.0086 6.2319
C -0.3132 -6.2905 7.7093
C 1.9975 -4.5005 6.1477
H 0.2816 -6.5243 5.6293
H -1.4419 -6.3455 5.8830
H 0.6487 -5.9438 8.0859
H -0.3931 -7.3582 7.9120
H -1.0874 -5.7680 8.2710
H 2.2182 -4.2426 7.1831
H 2.7598 -4.0608 5.5105
H 2.0351 -5.5808 6.0381
O 0.9720 -1.6414 -6.5596
C 1.5654 -1.1724 -7.5065
O 0.8987 -1.0183 -8.6505
C 1.4573 -0.3267 -9.7880
C 2.3009 -1.2353 -10.6522
C 3.0307 -0.8374 -7.4391
H 2.0080 0.5564 -9.4658
H 0.5855 0.0200 -10.3386
H 3.1749 -1.6041 -10.1164
H 2.6458 -0.6930 -11.5315
H 1.7166 -2.0965 -10.9761
H 3.6018 -1.7362 -7.6709
H 3.2713 -0.5240 -6.4252
H 3.3330 -0.0394 -8.1121
O -0.9418 -2.5122 11.6809
C -1.8134 -2.2519 10.8996
O -1.8922 -2.9794 9.7648
C -2.9860 -2.8799 8.8468
C -2.7874 -1.7515 7.8585
C -2.7678 -1.0989 11.1087
H -3.9378 -2.8033 9.3744
H -2.9943 -3.8315 8.3161
H -2.7640 -0.7813 8.3525
H -3.5923 -1.7380 7.1260
H -1.8390 -1.8815 7.3348
H -2.2996 -0.1924 10.7269
H -2.9234 -0.9853 12.1779
H -3.7348 -1.2228 10.6293
O -1.5624 3.5079 -0.0145
C -2.3060 4.1178 -0.7571
O -2.0638 4.0346 -2.0659
C -2.9466 4.5915 -3.0670
C -2.6605 6.0524 -3.3261
C -3.4052 4.9971 -0.2306
H -3.9854 4.4127 -2.7918
H -2.7449 3.9999 -3.9571
H -2.8425 6.6643 -2.4428
H -3.2968 6.4175 -4.1310
H -1.6194 6.1871 -3.6172
H -2.9822 5.9775 -0.0119
H -3.7727 4.5661 0.6969
H -4.2418 5.1178 -0.9117
O 4.5670 2.1718 -9.8308
C 5.1795 2.6714 -8.9250
O 5.2200 2.0042 -7.7562
C 6.0336 2.3911 -6.6409
C 5.3522 3.4192 -5.7640
C 5.8208 4.0327 -9.0325
H 7.0141 2.7246 -6.9821
H 6.1858 1.4681 -6.0847
H 5.1758 4.3521 -6.3002
H 5.9680 3.6347 -4.8911
H 4.3892 3.0381 -5.4239
H 5.0684 4.7859 -8.8008
H 6.1437 4.1706 -10.0605
H 6.6768 4.1765 -8.3789
O -4.1398 -0.2818 5.6162
C -3.4508 0.5294 5.0715
O -3.7608 0.8623 3.7955
C -3.1345 1.9280 3.0903
C -1.8486 1.5003 2.4178
C -2.2260 1.1267 5.7237
H -2.9864 2.7947 3.7355
H -3.8698 2.2151 2.3383
H -1.0969 1.1906 3.1463
H -1.4476 2.3177 1.8219
H -2.0404 0.6438 1.7652
H -1.3854 0.4530 5.5562
H -2.4131 1.1848 6.7920
H -1.9618 2.1188 5.3671

=====

These records have energy values of -92143.7580, -98212.3879, -64486.7854, -91068.8755 eV, in the order they appear.